(1)
11 unconnected molecules or ions with the total composition C30H83NO28S9 at a distorted geometry, computed with wB97M-V/def2-TZVPD.

Element x y z (Å)
S1 4.5156 1.1139 -0.7034
S2 -2.4895 1.7734 -3.8549
S3 0.9068 4.7669 0.0322
S4 -5.8048 1.3769 1.2872
S5 2.8597 1.0674 -4.5210
S6 1.3521 -3.6649 -3.9045
S7 3.0254 2.1291 4.2207
S8 4.2220 -3.1939 1.8415
S9 -4.1989 -3.6932 1.1866
O1 -1.5984 2.1518 -4.9868
O2 6.0131 0.7629 -1.2258
O3 1.4290 -4.8538 -3.1498
O4 4.5659 -2.5289 0.6083
O5 -5.6188 -3.5136 0.3396
O6 2.3726 -3.3680 -4.9445
O7 -6.7371 0.1621 2.0445
O8 5.2801 -3.9195 2.5593
O9 3.7338 2.7553 5.5969
O10 -0.5401 4.3647 0.7372
O11 3.0515 0.7004 4.3500
O12 -3.9328 1.9271 -3.9970
O13 0.9431 4.5899 -1.4228
O14 3.9480 0.3107 -3.9265
O15 -3.0859 -3.3646 0.3151
O16 -4.2366 -5.0140 1.7675
O17 3.4245 1.8252 -5.8716
O18 0.7411 0.4907 2.0364
O19 -0.1542 -3.6422 -4.5807
O20 -5.0310 0.7907 0.1736
O21 1.5906 0.4972 -4.9092
O22 2.8153 -4.0863 1.6838
O23 -6.6550 2.5120 1.0497
O24 3.6493 2.8216 3.1002
O25 3.5854 0.1758 -1.1783
O26 4.3617 2.5335 -0.9037
O27 -2.2491 0.2116 -3.5133
O28 1.4512 6.0273 0.6235
N1 0.1892 -0.7391 4.4395
C1 -0.1224 0.2719 0.9983
C2 -3.3579 -0.5927 -3.0803
C3 2.9826 0.1247 -7.6772
C4 -5.7368 -3.1016 -2.0123
C5 -4.3061 -2.2978 2.4225
C6 1.2822 2.7967 4.6257
C7 0.5669 -0.1153 -0.3145
C8 -1.8365 -2.4516 -6.0975
C9 -2.7849 -1.9086 -2.6198
C10 -4.7576 1.7357 2.7334
C11 4.5937 0.9329 1.1951
C12 3.7122 3.2628 7.9195
C13 0.5657 -4.4604 0.7980
C14 2.6025 2.5343 -3.5142
C15 -0.3959 -2.9278 -5.8571
C16 -8.2515 -0.9100 3.5248
C17 1.9023 3.3290 0.6748
C18 -5.7371 -2.4345 -0.6604
C19 6.5938 -0.4752 -0.8727
C20 3.2438 2.2928 6.8853
C21 1.8585 -3.6303 0.7036
C22 -0.8021 4.7443 2.0483
C23 -1.3238 -0.6371 1.2990
C24 -1.9080 2.6703 -2.2392
C25 -7.6146 0.4078 3.1728
C26 3.5339 -1.9730 3.0211
C27 1.1439 -2.2009 -2.8633
C28 3.9136 1.0964 -6.9681
C29 -1.9487 3.8893 2.5571
C30 7.9293 -0.3017 -1.5272
H1 -6.6996 -3.5716 -2.2131
H2 3.2887 -2.4840 3.9522
H3 3.6271 1.3070 7.1490
H4 7.8309 -0.3318 -2.6124
H5 2.2456 -3.6917 -0.3134
H6 8.4977 0.5496 -1.1527
H7 3.3864 2.9053 8.8963
H8 2.0838 0.5500 -8.1238
H9 -6.6603 -1.9038 -0.4277
H10 0.0801 -1.7406 4.3668
H11 -3.9076 0.0277 -2.3725
H12 2.5310 -0.4742 -6.8863
H13 1.6332 -2.5991 0.9755
H14 2.3038 2.2397 -2.5081
H15 -2.7135 3.9178 1.7810
H16 -5.4109 2.0011 3.5647
H17 -0.1758 -0.5801 -0.9630
H18 -3.4284 -2.4957 -1.9646
H19 -0.7329 -0.3498 4.5750
H20 -0.2035 -3.9892 1.4098
H21 2.1567 2.3427 6.9479
H22 1.8819 2.5670 -0.1044
H23 -1.6834 2.8349 2.6340
H24 0.4798 -0.2838 3.5861
H25 -5.5070 -2.5433 -2.9198
H26 -4.8347 -1.8236 -0.6359
H27 1.2942 3.8570 4.8779
H28 -3.9311 2.3803 2.4345
H29 0.8715 2.1588 5.4084
H30 0.7980 2.6149 3.6663
H31 6.7277 -0.4940 0.2089
H32 3.5424 0.8831 1.4788
H33 -5.0678 -3.9603 -2.0692
H34 -4.3003 0.7668 2.9337
H35 3.5775 3.0191 -3.4649
H36 -2.5189 -2.5474 -3.4619
H37 -8.9547 -1.1414 2.7247
H38 1.4464 2.9695 1.5973
H39 0.0849 4.4905 2.6288
H40 -0.8184 2.6431 -2.2237
H41 -0.6593 1.1837 0.7367
H42 4.2010 1.8972 -7.6494
H43 4.3992 -1.3167 3.1135
H44 -4.0446 -0.8065 -3.8993
H45 -2.5069 -3.3081 -6.1689
H46 -3.4585 -2.4343 3.0941
H47 -2.2145 -1.7130 -5.3907
H48 4.8675 0.6103 -6.7635
H49 -8.7528 -1.0691 4.4795
H50 -1.9800 -0.3690 2.1270
H51 -0.9008 -1.5964 1.5971
H52 2.8941 3.7119 0.9153
H53 1.9138 3.2654 -3.9375
H54 2.1784 -2.0574 -2.5514
H55 3.1440 4.1789 7.7584
H56 0.9568 0.7242 -0.8902
H57 4.9606 -0.0898 1.2819
H58 0.8404 -5.4481 1.1684
H59 -1.9108 -1.9472 -1.9698
H60 0.2188 -2.0467 -6.0409
H61 0.7261 -0.5534 5.2746
H62 8.5565 -1.1430 -1.2324
H63 -8.3703 1.1472 2.9076
H64 0.4404 -2.4766 -2.0777
H65 -2.2628 4.1598 3.5652
H66 -1.9017 -1.8824 -7.0248
H67 -7.0750 0.8514 4.0095
H68 5.1847 1.7490 1.6110
H69 6.0160 -1.3330 -1.2168
H70 3.3765 -0.6466 -8.3390
H71 2.7894 -1.3455 2.5311
H72 1.3565 -0.8416 -0.1221
H73 -4.3685 -1.3801 1.8375
H74 0.7065 -1.4615 -3.5343
H75 0.1710 -4.6465 -0.2008
H76 -2.2837 3.6877 -2.1301
H77 -2.3861 2.0430 -1.4869
H78 0.0078 -3.4871 -6.7011
H79 -7.4707 -1.6648 3.4317
H80 -2.0007 -0.8778 0.4793
H81 4.7461 3.5674 8.0821
H82 -5.2631 -2.5550 2.8765
H83 -0.8980 5.7734 2.3946

HOMO-LUMO gap (spin up / spin down) = 3.256 / 7.222 eV
2S+1 = 2
net charge = -1
E = -6937.69063 Ha

(2)
A molecular structure, C30H84BHfO22S3 at a distorted geometry, computed with wB97M-V/def2-TZVPD.

Element x y z (Å)
Hf1 -14.4800 10.9389 9.7949
S1 -15.8224 8.5630 10.6852
S2 -12.7667 12.4073 12.4307
S3 -14.3995 11.9345 7.0922
O1 -10.8821 14.7241 17.1452
O2 -20.0219 9.6843 16.4832
O3 -10.9335 14.0545 5.8566
O4 -13.8193 14.5341 15.8795
O5 -13.5013 13.0768 6.7765
O6 -15.4006 12.2892 8.2955
O7 -14.8448 15.6165 12.2345
O8 -17.1970 8.4056 11.1529
O9 -17.7713 11.4379 15.3943
O10 -12.6196 7.0720 11.8330
O11 -13.6306 10.9001 7.9499
O12 -11.4836 13.1721 12.3657
O13 -15.1469 11.3359 6.0583
O14 -12.4627 11.0220 12.8381
O15 -15.0445 9.6620 11.3957
O16 -15.0579 7.3059 10.7349
O17 -13.3767 12.3104 10.9684
O18 -16.4459 11.9602 10.6920
O19 -16.0428 8.7199 4.7470
O20 -15.8272 9.2382 9.3173
O21 -13.8017 13.1020 13.2622
O22 -12.6639 9.4262 9.9102
C1 -10.9019 8.1937 8.7678
C2 -13.6491 15.3376 10.1734
C3 -12.8914 6.6857 13.1757
C4 -10.8130 14.3907 7.2401
C5 -11.4413 9.5731 9.1858
C6 -16.0325 15.0580 15.2571
C7 -20.3523 8.4889 15.7736
C8 -18.7897 11.7553 10.9226
C9 -17.6387 12.0165 9.9876
C10 -15.0489 15.7232 17.4389
C11 -21.2764 8.9407 14.6027
C12 -15.1267 14.6788 16.3584
C13 -9.8096 14.3609 16.2840
C14 -10.2535 13.2594 15.3269
C15 -16.4166 10.8115 15.5311
C16 -17.7647 13.4296 9.4214
C17 -8.5851 13.9839 17.0230
C18 -21.1172 7.4849 16.6395
C19 -14.6012 8.0344 6.6659
C20 -15.9583 8.2092 6.0956
C21 -10.0561 13.2109 7.9489
C22 -16.1148 10.6452 17.0098
C23 -15.9393 16.3447 10.3713
C24 -16.3658 9.5098 14.7292
C25 -10.0601 15.6641 7.4746
C26 -12.0129 7.5736 14.0559
C27 -10.5260 10.3657 10.1138
C28 -14.9889 15.3211 10.8542
C29 -12.6220 5.1894 13.2403
C30 -16.7577 6.9238 6.1725
B1 -23.8775 20.4849 18.2726
H1 -10.3482 9.8015 11.0813
H2 -10.5142 16.4811 6.8810
H3 -9.0863 15.5200 7.0535
H4 -16.6209 6.3712 7.1322
H5 -17.8657 7.0424 6.1061
H6 -20.5698 6.9359 17.4177
H7 -7.7987 13.9042 16.2093
H8 -10.7716 12.3723 8.0273
H9 -17.7182 11.3155 9.1727
H10 -13.5107 7.0692 11.3673
H11 -16.2304 14.2215 14.5653
H12 -15.7321 9.6387 4.7618
H13 -14.3090 14.8751 12.7099
H14 -18.8350 10.7191 11.3249
H15 -12.5398 9.0337 10.7922
H16 -18.5536 13.4331 8.6639
H17 -11.0939 11.2570 10.4412
H18 -21.6711 8.0506 14.0271
H19 -16.1748 16.2226 9.3294
H20 -13.8031 13.8465 15.2109
H21 -11.7065 14.6791 16.6296
H22 -15.9145 11.5999 17.4219
H23 -13.1265 16.2622 10.2678
H24 -14.0498 7.2750 6.0537
H25 -17.1275 8.8206 14.9854
H26 -10.8485 7.6509 9.7035
H27 -16.0940 15.9580 17.6874
H28 -14.7219 7.6421 7.6998
H29 -21.9742 8.0406 17.0266
H30 -12.7944 4.8713 14.2413
H31 -16.4042 6.2248 5.4469
H32 -16.6238 18.1111 9.4265
H33 -13.6868 15.1241 9.0994
H34 -12.0708 7.4691 15.1554
H35 -16.8402 13.6749 8.8987
H36 -14.4683 16.5623 17.1288
H37 -10.8375 13.6753 14.5102
H38 -10.0551 15.8637 8.5362
H39 -9.7290 13.4733 8.9728
H40 -16.1902 3.2523 19.2204
H41 -9.6101 15.2832 15.6635
H42 -15.3387 13.6763 16.8541
H43 -15.4174 14.2666 10.7219
H44 -11.8311 14.5316 7.5775
H45 -22.2071 10.5366 6.7984
H46 -11.6949 10.1392 8.2971
H47 -16.5365 8.9238 6.7648
H48 -13.3708 4.7224 12.5682
H49 -16.5144 11.7018 11.6284
H50 -15.6537 11.4469 15.0830
H51 -8.6462 13.0077 17.4457
H52 -24.6294 19.9788 10.3932
H53 -12.4081 8.5882 13.9005
H54 -15.5341 15.8758 14.6389
H55 -10.8703 12.5300 15.7868
H56 -22.1035 9.6014 14.9146
H57 -14.5772 15.3124 18.3081
H58 -16.9553 15.5429 15.4738
H59 -11.7269 13.5366 5.7017
H60 -15.4180 17.2622 10.4964
H61 -8.2544 14.7626 17.6845
H62 -9.9537 8.3195 8.3069
H63 -13.9797 6.8436 13.3846
H64 -9.6457 10.6847 9.6611
H65 -18.6435 12.4711 11.8083
H66 -15.3965 8.9696 14.8631
H67 -11.5989 4.9068 12.9940
H68 -13.0261 14.5250 10.5935
H69 -9.3537 12.7723 14.9433
H70 -16.8173 16.4397 11.0239
H71 -20.6117 9.5501 13.9052
H72 -21.6126 6.7646 15.9741
H73 -19.7627 12.0650 10.5231
H74 -9.1725 12.9723 7.3970
H75 -11.5904 7.6642 8.0910
H76 -16.5865 9.7040 13.6558
H77 -17.9747 14.2249 10.1054
H78 -10.9824 7.5788 13.8113
H79 -19.2627 10.1260 16.0978
H80 -19.4872 7.9801 15.3919
H81 -15.2828 9.9723 17.2056
H82 -17.7303 12.2741 15.8940
H83 -14.0005 8.9816 6.7479
H84 -16.9880 10.1679 17.4527

HOMO-LUMO gap = 0.814 eV
net charge = -3
E = -4115.62494 Ha